{
  "formula": "C27H41IrO3Se2",
  "method": "the ωB97M-V functional and the def2-TZVPD basis",
  "symbols": ["Ir", "C", "C", "C", "C", "C", "C", "C", "C", "C", "H", "H", "H", "H", "H", "H", "H", "H", "H", "H", "H", "H", "C", "Se", "C", "C", "Se", "C", "H", "H", "H", "H", "H", "H", "H", "H", "H", "H", "C", "C", "C", "C", "C", "C", "C", "C", "C", "C", "O", "O", "H", "H", "H", "H", "H", "H", "H", "H", "H", "H", "H", "C", "C", "C", "O", "C", "H", "H", "H", "H", "H", "H", "H", "H"],
  "coordinates": [[0.206, 0.493, 1.319], [1.943, 2.993, 3.839], [0.646, 2.406, 3.422], [0.386, 1.017, 3.542], [-0.944, 0.525, 3.360], [-1.336, -0.857, 3.782], [-1.947, 1.444, 2.975], [-1.689, 2.816, 2.805], [-2.785, 3.761, 2.482], [-0.387, 3.265, 3.021], [2.681, 2.238, 4.087], [1.768, 3.599, 4.730], [2.346, 3.682, 3.096], [1.113, 0.391, 4.052], [-0.530, -1.582, 3.661], [-2.209, -1.192, 3.228], [-1.614, -0.838, 4.837], [-2.962, 1.088, 2.879], [-3.173, 3.578, 1.481], [-2.456, 4.795, 2.534], [-3.623, 3.625, 3.165], [-0.178, 4.322, 2.939], [2.489, 0.293, -4.443], [1.087, -0.117, -3.182], [2.200, -1.066, -1.862], [1.485, -2.259, -1.245], [0.982, -2.121, 0.667], [2.678, -2.694, 1.420], [3.376, 0.656, -3.929], [2.139, 1.046, -5.142], [2.747, -0.603, -5.003], [2.478, -0.318, -1.116], [3.108, -1.391, -2.371], [2.107, -3.154, -1.316], [0.550, -2.459, -1.772], [2.886, -3.699, 1.056], [2.584, -2.737, 2.503], [3.489, -2.030, 1.134], [-3.953, -4.189, -4.242], [-3.541, -3.137, -3.296], [-3.143, -1.864, -3.717], [-2.604, -0.929, -2.832], [-2.330, 0.440, -3.337], [-2.437, -1.286, -1.474], [-3.026, -2.480, -0.989], [-3.147, -2.813, 0.451], [-3.541, -3.386, -1.917], [-1.556, -0.510, -0.572], [-1.804, -0.413, 0.651], [-0.439, -0.050, -0.983], [-3.551, -4.029, -5.239], [-5.043, -4.208, -4.341], [-3.674, -5.175, -3.873], [-3.253, -1.585, -4.752], [-1.893, 0.410, -4.333], [-1.712, 1.034, -2.668], [-3.288, 0.953, -3.452], [-4.017, -2.283, 0.848], [-2.288, -2.499, 1.040], [-3.325, -3.876, 0.592], [-3.954, -4.318, -1.560], [4.520, 2.220, 0.634], [3.791, 2.656, -0.638], [2.333, 2.488, -0.227], [2.308, 1.297, 0.584], [3.617, 1.111, 1.175], [4.578, 3.055, 1.334], [5.527, 1.853, 0.451], [4.032, 1.997, -1.473], [4.031, 3.674, -0.921], [1.634, 2.332, -1.054], [1.997, 3.341, 0.373], [3.978, 0.128, 0.860], [3.533, 1.127, 2.262]],
  "forces_ev_per_angstrom": [[-1.268, -2.488, -3.893], [0.254, 0.120, 0.096], [-1.146, 1.923, -0.104], [0.168, -1.062, -0.819], [-0.807, 0.547, 0.546], [0.031, -0.111, -0.124], [0.372, -0.228, -0.045], [-0.665, -1.011, -0.162], [0.059, 0.172, 0.012], [2.188, -0.532, 0.304], [0.123, -0.037, 0.036], [0.097, -0.034, 0.100], [0.028, -0.043, -0.081], [-0.043, -0.007, -0.065], [0.010, 0.039, 0.053], [-0.034, -0.069, -0.079], [0.062, 0.040, 0.060], [-0.075, -0.097, -0.121], [-0.044, -0.092, -0.133], [0.016, 0.035, 0.010], [-0.066, -0.068, 0.075], [0.050, 0.136, 0.014], [0.057, 0.247, -0.023], [0.561, -0.276, -0.252], [0.120, 0.133, -0.049], [-0.383, 0.312, 0.021], [-0.388, 1.068, 0.430], [0.248, 0.221, 0.152], [0.040, -0.002, 0.142], [-0.190, 0.052, 0.036], [-0.061, -0.278, 0.027], [-0.054, 0.114, -0.092], [-0.064, 0.139, -0.155], [-0.078, 0.037, 0.200], [-0.067, -0.157, 0.251], [-0.204, -0.024, -0.116], [-0.093, 0.096, -0.013], [-0.053, 0.027, 0.017], [-0.589, -0.369, -0.377], [0.385, 0.591, 0.855], [0.210, 0.085, 0.553], [0.018, -0.800, -0.009], [-0.079, 0.452, -0.226], [-0.040, 0.135, 0.167], [-0.011, -0.247, -0.730], [-0.117, -0.123, 0.499], [0.218, 0.459, -0.140], [-0.598, -0.786, -1.451], [1.341, 1.117, 2.541], [1.245, 0.921, 1.299], [0.079, -0.046, -0.008], [0.011, 0.051, -0.001], [0.097, -0.001, -0.094], [-0.004, 0.011, -0.228], [0.108, 0.079, -0.058], [0.001, 0.085, -0.059], [0.058, 0.097, 0.034], [0.041, -0.005, 0.126], [-0.053, -0.210, 0.045], [0.031, -0.040, 0.007], [0.026, -0.106, 0.066], [-0.304, -0.032, 0.024], [-0.212, -0.254, 0.200], [-0.137, 0.812, -0.434], [-1.064, -0.444, 0.767], [0.810, -0.274, 0.522], [0.017, -0.064, 0.011], [-0.001, 0.045, 0.011], [0.033, -0.026, -0.060], [-0.065, 0.103, -0.081], [0.034, 0.046, 0.088], [-0.034, -0.083, -0.065], [-0.094, 0.019, 0.033], [-0.065, -0.041, -0.085]],
  "lowdin_charge": [1.28, -0.01, -0.26, -0.12, -0.37, -0.01, 0.00, -0.20, 0.01, 0.03, 0.09, 0.12, 0.10, 0.14, 0.08, 0.09, 0.12, 0.14, 0.11, 0.10, 0.12, 0.14, -0.28, 1.38, -0.42, -0.42, 1.14, -0.29, 0.05, 0.05, 0.07, 0.05, 0.10, 0.10, 0.07, 0.06, 0.05, 0.03, -0.02, -0.23, 0.03, -0.21, -0.06, -0.06, -0.18, -0.02, 0.03, -0.59, -0.05, -0.23, 0.09, 0.11, 0.10, 0.13, 0.08, 0.06, 0.11, 0.11, 0.05, 0.10, 0.13, -0.11, -0.12, -0.17, -0.32, -0.15, 0.13, 0.13, 0.11, 0.14, 0.11, 0.13, 0.11, 0.11],
  "e_above_lowest_kcal_mol": 96.1,
  "orbital_gap_ev": [4.390, 4.004],
  "s_squared": 0.75,
  "multiplicity": 2,
  "max_force_ev_per_a": 4.8,
  "charge": 3
}

---

{
  "formula": "C27H41N11S2V",
  "method": "the ωB97M-V functional and the def2-TZVPD basis",
  "symbols": ["V", "C", "N", "C", "C", "N", "C", "C", "C", "C", "C", "C", "N", "C", "N", "C", "C", "N", "C", "C", "N", "C", "C", "H", "H", "H", "H", "H", "H", "H", "H", "H", "H", "H", "H", "H", "H", "H", "H", "H", "H", "H", "H", "H", "H", "H", "H", "H", "H", "H", "H", "S", "C", "S", "C", "C", "N", "C", "N", "C", "C", "N", "C", "N", "C", "C", "C", "N", "C", "H", "H", "H", "H", "H", "H", "H", "H", "H", "H", "H", "H", "H"],
  "coordinates": [[1.300, -0.051, -0.651], [3.461, 1.477, 1.575], [2.245, 1.725, 2.325], [2.129, 3.049, 2.899], [1.290, 0.775, 2.428], [1.235, -0.160, 1.515], [0.897, -1.470, 1.892], [1.229, -2.029, 3.122], [0.996, -3.367, 3.393], [0.455, -4.184, 2.411], [0.142, -3.644, 1.174], [0.332, -2.293, 0.912], [0.087, -1.745, -0.371], [-0.897, -2.256, -1.085], [-0.774, -2.477, -2.429], [-1.724, -1.894, -3.358], [0.528, -2.779, -3.005], [-2.108, -2.604, -0.542], [-2.920, -3.679, -1.077], [-2.539, -2.142, 0.758], [0.398, 0.888, 3.469], [0.843, 1.131, 4.825], [-0.925, 0.327, 3.343], [3.530, 2.169, 0.730], [3.467, 0.456, 1.184], [4.325, 1.633, 2.225], [2.406, 3.785, 2.143], [2.799, 3.177, 3.753], [1.106, 3.234, 3.216], [1.713, -1.410, 3.866], [1.273, -3.776, 4.353], [0.310, -5.238, 2.591], [-0.231, -4.284, 0.385], [-2.725, -1.890, -2.936], [-1.742, -2.487, -4.273], [-1.426, -0.868, -3.617], [1.159, -3.246, -2.253], [1.029, -1.885, -3.383], [0.365, -3.479, -3.828], [-2.457, -4.084, -1.972], [-3.924, -3.320, -1.319], [-3.012, -4.470, -0.327], [-2.002, -1.239, 1.037], [-2.360, -2.897, 1.532], [-3.608, -1.924, 0.714], [1.904, 1.366, 4.831], [0.686, 0.233, 5.432], [0.298, 1.959, 5.284], [-1.209, 0.322, 2.292], [-1.623, 0.963, 3.893], [-0.986, -0.692, 3.741], [2.106, 0.649, -2.822], [3.463, -0.411, -2.465], [3.373, -1.253, -0.947], [4.504, -0.557, -3.345], [4.534, 0.163, -4.575], [4.559, 0.740, -5.570], [5.601, -1.421, -3.064], [6.484, -2.121, -2.840], [-3.801, 1.788, -1.915], [-3.414, 0.651, -0.988], [-2.023, 0.775, -0.610], [-1.260, 1.903, -0.755], [0.011, 1.765, -0.569], [0.824, 2.972, -0.619], [0.281, 3.969, -1.626], [-1.153, 4.292, -1.251], [-1.903, 3.058, -1.081], [-3.338, 3.090, -1.285], [-4.880, 1.802, -2.072], [-3.314, 1.667, -2.884], [-3.557, -0.323, -1.460], [-4.051, 0.675, -0.094], [-1.449, -0.061, -0.566], [1.843, 2.679, -0.894], [0.867, 3.429, 0.377], [0.323, 3.527, -2.624], [0.878, 4.881, -1.637], [-1.646, 4.877, -2.033], [-1.184, 4.885, -0.326], [-3.554, 3.936, -1.938], [-3.867, 3.266, -0.339]],
  "forces_ev_per_angstrom": [[0.167, 0.821, -0.137], [0.101, -0.108, -0.160], [-0.113, 0.072, 0.161], [0.001, -0.021, -0.018], [0.067, 0.209, 0.028], [-0.318, -0.384, 0.099], [-0.005, -0.080, -0.093], [0.044, -0.002, 0.108], [-0.051, -0.049, -0.057], [0.028, 0.076, 0.035], [0.029, -0.085, 0.099], [-0.079, -0.055, -0.062], [-0.536, -0.601, 0.149], [-0.049, -0.263, -0.165], [-0.004, 0.343, 0.384], [-0.063, 0.029, -0.109], [0.153, 0.082, -0.007], [0.095, 0.090, -0.129], [0.020, -0.037, -0.076], [-0.001, -0.001, 0.134], [0.276, 0.022, -0.182], [0.063, -0.006, 0.041], [-0.148, -0.014, 0.011], [0.046, -0.049, 0.003], [0.078, 0.238, 0.107], [0.049, 0.022, -0.024], [-0.014, 0.025, 0.002], [-0.005, 0.026, 0.004], [-0.029, 0.027, 0.003], [0.047, 0.030, 0.046], [0.019, -0.028, 0.058], [-0.011, -0.075, 0.023], [-0.017, -0.052, -0.039], [-0.037, 0.069, -0.002], [-0.017, 0.014, 0.010], [-0.047, -0.120, 0.007], [0.064, 0.064, 0.000], [0.032, 0.002, 0.030], [0.053, 0.026, 0.030], [-0.040, -0.027, 0.053], [0.004, -0.028, -0.021], [-0.011, -0.026, -0.016], [-0.049, -0.049, 0.027], [-0.029, 0.051, -0.035], [-0.003, 0.013, 0.019], [0.004, -0.022, 0.047], [0.000, 0.021, 0.013], [-0.018, -0.003, -0.002], [-0.031, 0.001, 0.010], [-0.022, -0.016, -0.009], [-0.029, 0.022, -0.023], [0.162, -0.113, -0.165], [-0.279, 0.045, 0.133], [0.340, -0.209, -0.229], [0.059, 0.051, -0.083], [-0.032, -0.102, 0.134], [0.031, 0.114, -0.211], [-0.182, 0.113, 0.012], [0.264, -0.189, 0.039], [-0.084, -0.021, 0.042], [-0.099, 0.003, 0.043], [0.103, -0.220, -0.053], [-0.249, -0.215, -0.100], [0.293, 0.058, 0.095], [0.172, 0.028, -0.072], [0.051, 0.102, 0.044], [0.066, 0.078, 0.028], [0.099, -0.021, 0.025], [-0.103, -0.010, 0.022], [0.011, 0.002, 0.015], [0.011, -0.009, -0.031], [-0.041, 0.038, -0.044], [-0.013, 0.003, -0.049], [-0.151, 0.276, 0.043], [-0.123, 0.092, 0.015], [0.006, 0.055, 0.033], [-0.003, -0.013, -0.006], [-0.005, -0.017, 0.009], [0.069, -0.041, 0.049], [0.014, -0.020, -0.094], [-0.028, -0.040, 0.002], [-0.023, -0.013, -0.021]],
  "lowdin_charge": [0.34, -0.03, -0.13, -0.06, -0.37, 0.04, -0.23, -0.03, -0.08, -0.08, -0.03, -0.24, 0.02, -0.39, -0.15, -0.04, -0.04, -0.14, -0.04, -0.05, -0.15, -0.06, -0.04, 0.09, 0.04, 0.10, 0.09, 0.09, 0.09, 0.11, 0.10, 0.10, 0.12, 0.07, 0.10, 0.10, 0.09, 0.05, 0.09, 0.09, 0.09, 0.10, 0.07, 0.10, 0.09, 0.09, 0.09, 0.09, 0.08, 0.10, 0.09, 0.55, -1.09, 0.58, -0.40, -0.27, 0.14, -0.27, 0.14, -0.15, -0.19, 0.09, -0.37, -0.02, -0.25, -0.15, -0.15, -0.04, -0.15, 0.12, 0.12, 0.10, 0.12, 0.08, 0.07, 0.10, 0.12, 0.12, 0.12, 0.13, 0.12, 0.13],
  "orbital_gap_ev": [6.355, 6.928],
  "s_squared": 3.76,
  "multiplicity": 4,
  "max_force_ev_per_a": 0.8
}

---

{
  "formula": "C27H42AlN4O7P2S",
  "method": "the ωB97M-V functional and the def2-TZVPD basis",
  "symbols": ["Al", "N", "C", "S", "N", "N", "C", "C", "C", "C", "C", "C", "C", "O", "H", "H", "H", "H", "H", "H", "H", "C", "C", "C", "O", "P", "O", "C", "P", "O", "O", "C", "C", "C", "O", "C", "C", "C", "O", "C", "C", "C", "H", "H", "H", "H", "H", "H", "H", "H", "H", "H", "H", "H", "H", "H", "H", "H", "H", "H", "H", "H", "H", "H", "H", "H", "H", "H", "H", "H", "H", "H", "N", "C", "C", "C", "C", "C", "C", "H", "H", "H", "H", "H"],
  "coordinates": [[0.584, 0.143, -0.298], [-3.597, -1.822, 1.556], [-2.567, -0.884, 1.428], [-1.886, -0.280, 2.886], [-2.316, -0.568, 0.187], [-1.345, 0.436, 0.026], [-1.822, 1.628, 0.013], [-1.041, 2.847, -0.004], [-1.696, 4.068, -0.196], [-1.021, 5.266, -0.109], [0.341, 5.246, 0.205], [1.006, 4.060, 0.418], [0.338, 2.825, 0.306], [0.981, 1.707, 0.509], [-3.611, -2.281, 2.450], [-3.740, -2.411, 0.750], [-2.904, 1.720, 0.084], [-2.760, 4.055, -0.410], [-1.536, 6.204, -0.269], [0.886, 6.180, 0.282], [2.061, 4.036, 0.660], [1.538, -5.831, -3.091], [1.430, -4.475, -3.767], [2.755, -3.751, -3.896], [0.444, -3.630, -3.133], [0.217, -3.175, -1.640], [-0.534, -1.920, -1.574], [1.799, -3.076, -0.772], [1.612, -2.460, 0.887], [0.929, -1.132, 0.973], [0.851, -3.586, 1.660], [0.669, -3.504, 3.109], [1.706, -4.391, 3.767], [-0.754, -3.925, 3.383], [3.038, -2.381, 1.551], [3.684, -1.104, 1.896], [4.546, -1.401, 3.102], [4.447, -0.596, 0.696], [-0.442, -4.411, -0.888], [-1.833, -4.819, -0.925], [-1.908, -6.144, -1.659], [-2.771, -3.784, -1.520], [2.318, -6.413, -3.585], [0.601, -6.383, -3.152], [1.806, -5.737, -2.038], [1.010, -4.613, -4.764], [3.313, -3.752, -2.959], [2.603, -2.717, -4.208], [3.367, -4.251, -4.650], [2.341, -2.255, -1.272], [2.365, -4.006, -0.763], [0.794, -2.459, 3.407], [1.589, -5.419, 3.419], [1.568, -4.376, 4.850], [2.715, -4.052, 3.536], [-0.912, -4.953, 3.049], [-1.436, -3.246, 2.872], [-0.958, -3.864, 4.453], [2.890, -0.404, 2.157], [5.321, -2.127, 2.847], [3.947, -1.797, 3.923], [5.029, -0.483, 3.438], [5.217, -1.315, 0.403], [4.932, 0.349, 0.950], [3.761, -0.407, -0.137], [-2.081, -4.970, 0.129], [-1.675, -6.000, -2.716], [-2.916, -6.555, -1.583], [-1.204, -6.862, -1.236], [-2.588, -3.663, -2.590], [-2.655, -2.806, -1.055], [-3.797, -4.141, -1.391], [1.825, -0.142, -1.496], [2.133, -0.180, -2.784], [1.178, -0.151, -3.855], [1.546, -0.257, -5.181], [2.882, -0.395, -5.568], [3.843, -0.415, -4.559], [3.492, -0.319, -3.225], [0.131, -0.065, -3.586], [0.770, -0.232, -5.940], [3.160, -0.467, -6.612], [4.893, -0.509, -4.820], [4.265, -0.327, -2.463]],
  "forces_ev_per_angstrom": [[0.144, -0.050, -0.045], [0.046, -0.011, 0.021], [-0.090, 0.055, -0.077], [0.042, 0.003, 0.032], [0.080, -0.078, 0.013], [-0.134, 0.004, -0.118], [0.072, -0.010, 0.103], [0.006, -0.012, -0.022], [-0.002, 0.004, -0.001], [0.002, -0.005, -0.004], [0.001, 0.007, 0.001], [0.006, -0.014, 0.009], [-0.034, 0.043, 0.038], [0.041, -0.085, -0.030], [0.008, -0.001, 0.000], [-0.013, 0.008, -0.013], [0.001, 0.001, 0.021], [-0.001, 0.000, 0.001], [-0.001, -0.001, 0.001], [0.000, 0.000, 0.000], [0.001, 0.005, 0.000], [0.006, -0.011, -0.016], [-0.004, -0.021, 0.015], [-0.029, 0.006, 0.003], [0.012, 0.020, 0.013], [0.009, 0.018, 0.047], [-0.031, 0.004, 0.013], [-0.002, 0.027, -0.039], [0.053, 0.089, -0.027], [-0.155, 0.011, 0.135], [0.183, -0.137, -0.008], [-0.070, 0.092, 0.032], [-0.031, 0.004, 0.005], [0.010, -0.002, 0.003], [-0.014, -0.020, 0.001], [0.007, -0.017, -0.027], [0.006, 0.017, 0.001], [0.001, 0.018, 0.016], [0.010, -0.076, -0.124], [0.017, 0.046, 0.058], [-0.007, -0.012, 0.013], [-0.018, -0.012, -0.012], [-0.016, -0.006, -0.020], [-0.001, 0.010, 0.022], [0.018, 0.005, 0.002], [0.023, 0.019, -0.012], [-0.002, 0.014, 0.006], [0.002, -0.023, -0.012], [0.001, -0.017, 0.009], [0.010, -0.010, -0.018], [-0.035, -0.030, 0.025], [-0.026, 0.005, -0.004], [0.002, -0.002, 0.000], [0.001, 0.010, -0.004], [0.008, -0.012, -0.012], [-0.009, 0.004, -0.022], [-0.029, 0.004, -0.001], [-0.003, 0.005, 0.004], [-0.003, 0.001, 0.002], [-0.006, -0.007, -0.001], [0.001, 0.005, 0.004], [0.000, 0.001, -0.002], [-0.010, -0.007, -0.011], [0.006, -0.001, 0.008], [0.009, 0.002, -0.015], [-0.020, 0.014, -0.006], [-0.003, 0.001, 0.003], [-0.003, 0.000, 0.004], [0.002, 0.002, -0.004], [0.012, 0.009, -0.001], [0.005, 0.001, 0.005], [0.009, -0.004, 0.002], [-0.064, 0.195, -0.001], [-0.010, -0.112, -0.016], [0.014, -0.006, 0.001], [-0.013, 0.003, 0.005], [0.007, -0.003, 0.012], [0.009, 0.026, -0.003], [-0.013, 0.007, 0.011], [-0.010, -0.002, 0.010], [0.005, -0.004, -0.001], [0.000, 0.000, 0.000], [-0.002, -0.002, -0.004], [0.007, -0.003, 0.005]],
  "lowdin_charge": [0.04, 0.02, -0.97, 0.44, -0.01, -0.03, -0.05, -0.13, -0.05, -0.12, -0.10, -0.01, -0.30, 0.00, 0.04, 0.05, 0.14, 0.11, 0.09, 0.10, 0.11, -0.05, -0.41, -0.03, -0.15, 0.48, -0.24, -0.20, 0.56, -0.15, -0.16, -0.42, -0.04, -0.05, -0.16, -0.41, -0.05, -0.04, -0.19, -0.42, -0.06, -0.06, 0.08, 0.06, 0.07, 0.14, 0.08, 0.06, 0.09, 0.07, 0.08, 0.14, 0.09, 0.09, 0.06, 0.09, 0.04, 0.09, 0.14, 0.08, 0.07, 0.08, 0.09, 0.09, 0.05, 0.14, 0.08, 0.08, 0.08, 0.09, 0.04, 0.09, 0.01, -0.43, -0.07, -0.15, -0.18, -0.17, -0.08, 0.09, 0.09, 0.07, 0.08, 0.08],
  "e_above_lowest_kcal_mol": 12.5,
  "orbital_gap_ev": 5.476,
  "max_force_ev_per_a": 0.2,
  "charge": -1
}